Record 1
2 unconnected molecules or ions with the total composition C4H12N2O2 at a distorted geometry. Source: OMol25; level of theory: the ωB97M-V functional and the def2-TZVPD basis.

E (hartree): -419.578132
Multiplicity: 1
Highest occupied orbital energy (eV): -9.32
Total charge: 0
Energy relative to the best compared isomer or geometry (same formula, charge and spin) (kcal per mole): 44.1
HOMO-LUMO gap (eV): 10.23
SMILES string: CC(N)N.COC=O

```
20
C4H12N2O2 (the ωB97M-V functional and the def2-TZVPD basis)
C -1.045 2.307 0.901
C -0.661 0.886 0.500
N -1.244 -0.073 1.378
N 0.850 0.713 0.419
H -2.127 2.398 0.924
H -0.647 3.026 0.189
H -0.656 2.538 1.892
H -1.006 0.670 -0.519
H -0.999 0.125 2.343
H -0.881 -1.005 1.159
H 1.265 0.870 1.333
H 1.259 1.357 -0.248
C 0.185 -1.956 -2.125
O 1.182 -1.119 -1.549
C 1.438 -1.291 -0.239
O 0.806 -2.007 0.510
H -0.332 -1.378 -2.887
H 0.668 -2.824 -2.580
H -0.521 -2.290 -1.366
H 2.465 -0.947 -0.036
```

=====

Record 2
A single C4H12N2O2 molecule at a distorted geometry. Source: OMol25; level of theory: the ωB97M-V functional and the def2-TZVPD basis.

E (hartree): -419.539869
Multiplicity: 1
Highest occupied orbital energy (eV): -8.61
Total charge: 0
Energy relative to the best compared isomer or geometry (same formula, charge and spin) (kcal per mole): 68.2
HOMO-LUMO gap (eV): 9.19
SMILES string: C[C@@H](O)[C@@H](O)CNN

```
20
C4H12N2O2 (the ωB97M-V functional and the def2-TZVPD basis)
C -1.925 0.994 -0.699
C -1.364 0.268 0.513
O -1.948 -1.045 0.566
C 0.177 0.120 0.551
O 0.486 -0.976 1.436
C 0.837 -0.097 -0.834
N 2.288 -0.380 -0.923
N 2.985 -0.228 0.328
H -3.002 1.152 -0.578
H -1.447 1.964 -0.851
H -1.813 0.389 -1.607
H -1.675 0.783 1.430
H -2.897 -0.923 0.762
H 0.600 1.028 0.996
H -0.234 -1.625 1.274
H 0.669 0.802 -1.439
H 0.322 -0.918 -1.348
H 2.417 -1.328 -1.290
H 3.028 0.749 0.626
H 2.496 -0.729 1.087
```

=====

Record 3
A single C4H12N2O2S2 molecule at a distorted geometry. Source: OMol25; level of theory: the ωB97M-V functional and the def2-TZVPD basis.

E (hartree): -1215.865458
Multiplicity: 1
Highest occupied orbital energy (eV): -9.75
Total charge: 0
Energy relative to the best compared isomer or geometry (same formula, charge and spin) (kcal per mole): 0.0
HOMO-LUMO gap (eV): 10.00
SMILES string: N[C@@H](CS)CCS(N)(=O)=O

```
22
C4H12N2O2S2 (the ωB97M-V functional and the def2-TZVPD basis)
N -0.674 1.191 0.588
C -1.046 -0.326 0.711
C -2.035 -0.687 -0.395
S -3.683 0.210 -0.324
C 0.069 -1.248 0.543
C 0.992 -0.708 -0.605
S 2.594 0.084 -0.168
N 2.067 1.689 0.071
O 3.499 -0.053 -1.316
O 2.895 -0.693 1.070
H -0.672 1.366 -0.453
H -1.424 1.723 1.074
H -1.502 -0.338 1.671
H -1.657 -0.317 -1.431
H -2.299 -1.695 -0.605
H -3.327 1.499 -0.833
H 0.727 -1.416 1.375
H -0.304 -2.345 0.333
H 0.600 -0.173 -1.442
H 1.314 -1.651 -0.973
H 2.942 2.359 0.524
H 0.922 1.531 0.584
```